ORCA calculation (ωB97M-V/def2-TZVPD) on 2 unconnected molecules or ions with the total composition C7H16.

Output
Strongest force on any atom (eV/A): 0.27
Electronic energy (eV): -7517.27851
Relative energy (zero: lowest compared OMol25 entry of this formula, charge and spin) (kcal per mole): 37.34
SMILES string: C=C(C)[C@H](C)CC.[H][H]
Highest occupied orbital energy (eV): -9.3
Frontier orbital gap (eV): 10.4093

Last column: Mulliken charge in e.
Atoms and positions in Å:
1 C 1.655 1.259 0.664  -1.588
2 C -2.096 0.225 1.115  -1.168
3 C 1.089 -0.410 -1.952  -1.439
4 C 0.302 0.680 0.227  1.017
5 C 0.585 -0.603 -0.539  0.092
6 C -0.640 0.567 1.434  -0.874
7 C 0.480 -1.821 -0.008  -0.782
8 H 0.565 0.414 -2.451  0.330
9 H 1.535 2.212 1.191  0.420
10 H -0.616 1.536 1.949  0.389
11 H 0.734 -2.707 -0.585  0.296
12 H 2.158 -0.164 -1.959  0.354
13 H -2.711 0.288 2.019  0.387
14 H 2.317 1.426 -0.193  0.373
15 H -2.202 -0.786 0.708  0.248
16 H -0.161 1.386 -0.482  0.363
17 H 2.151 0.550 1.337  0.337
18 H 0.142 -1.984 1.012  0.236
19 H -2.517 0.922 0.380  0.283
20 H 0.952 -1.313 -2.555  0.402
21 H -1.534 -0.972 -1.511  -0.262
22 H -0.235 -0.160 2.152  0.330
23 H -1.954 -0.544 -1.954  0.257